A cluster of 12 separate species, C64H162N10O24 in total, computed with ωB97M-V with the def2-TZVPD basis set.

Results
energy relative to the best compared isomer or geometry (same formula, charge and spin) = 85.3 kcal/mol
SMILES string = COCCNCCOC.COCCNCCOC.COCCNCCOC.COCCNCCOC.COCCNCCOC.COCCNCCOC.COCCNCCOC.COCCNCCOC.COCCNCCOC.COCCNCCOC.OCCO.OCCO
Kohn-Sham gap = 7.741 eV
HOMO = -7.389 eV
total energy = -4888.28853 a.u.

The geometry in ORCA input format:
```
! RIJCOSX wB97M-V def2-TZVPD def2/J DEFGRID3
* xyz 0 1
C 5.287 -1.650 2.124
O 4.761 -0.310 2.305
C 3.963 -0.105 3.468
C 3.884 1.370 3.768
N 3.178 2.162 2.792
C 4.067 2.873 1.924
C 3.505 3.205 0.557
O 2.413 4.042 0.800
C 1.774 4.647 -0.320
H 4.497 -2.468 1.928
H 5.781 -1.922 3.059
H 5.987 -1.710 1.330
H 4.463 -0.531 4.291
H 3.000 -0.545 3.332
H 4.933 1.653 3.865
H 3.507 1.462 4.780
H 2.422 2.745 3.234
H 4.914 2.192 1.705
H 4.576 3.747 2.388
H 3.156 2.245 0.115
H 4.313 3.604 -0.037
H 0.831 4.177 -0.452
H 2.355 4.564 -1.304
H 1.718 5.757 -0.067
C -2.717 -4.063 -4.002
O -1.922 -3.127 -4.758
C -1.307 -2.205 -3.891
C -0.206 -1.394 -4.743
N -0.756 -0.355 -5.537
C -0.911 0.996 -5.054
C -1.729 1.728 -6.050
O -3.007 1.065 -6.425
C -3.953 1.090 -5.364
H -3.356 -3.650 -3.299
H -1.965 -4.771 -3.619
H -3.326 -4.583 -4.722
H -0.716 -2.823 -3.209
H -2.134 -1.670 -3.421
H 0.290 -2.215 -5.324
H 0.463 -0.964 -4.078
H -1.488 -0.680 -6.101
H -0.033 1.620 -4.880
H -1.495 0.967 -4.113
H -1.193 1.718 -7.008
H -1.924 2.760 -5.744
H -3.653 0.395 -4.573
H -4.880 0.758 -5.874
H -4.081 2.058 -4.944
C 1.315 -3.642 3.322
O 1.605 -3.660 1.965
C 0.795 -4.553 1.206
C 1.131 -4.498 -0.261
N 2.494 -4.754 -0.665
C 3.219 -5.897 -0.184
C 4.635 -5.878 -0.685
O 5.290 -4.810 0.028
C 6.325 -4.343 -0.778
H 0.255 -3.599 3.540
H 1.747 -2.745 3.794
H 1.671 -4.507 3.814
H -0.267 -4.143 1.303
H 0.890 -5.601 1.587
H 0.709 -3.523 -0.577
H 0.554 -5.335 -0.629
H 2.957 -3.923 -0.393
H 2.798 -6.857 -0.436
H 3.200 -5.920 0.945
H 4.757 -5.813 -1.776
H 5.187 -6.802 -0.371
H 5.922 -4.111 -1.749
H 7.241 -4.962 -0.927
H 6.661 -3.412 -0.283
C -1.916 3.127 -2.103
O -2.385 1.805 -2.048
C -2.821 1.582 -0.701
C -3.273 0.139 -0.637
N -4.407 -0.169 -1.455
C -4.801 -1.554 -1.244
C -5.713 -1.989 -2.420
O -4.974 -1.812 -3.642
C -5.633 -2.293 -4.804
H -1.682 3.379 -3.166
H -0.989 3.257 -1.606
H -2.672 3.844 -1.768
H -3.615 2.302 -0.512
H -1.989 1.831 -0.006
H -3.505 -0.062 0.386
H -2.340 -0.415 -0.906
H -4.195 0.010 -2.396
H -5.310 -1.619 -0.286
H -3.959 -2.276 -1.307
H -6.643 -1.416 -2.494
H -5.956 -3.019 -2.179
H -6.615 -1.864 -4.976
H -5.819 -3.348 -4.599
H -4.922 -2.098 -5.578
C 7.659 3.377 0.808
O 7.411 2.605 -0.359
C 6.857 1.292 -0.079
C 7.175 0.357 -1.179
N 6.469 0.702 -2.462
C 6.821 -0.294 -3.525
C 6.067 -0.135 -4.773
O 6.193 1.121 -5.358
C 5.680 1.248 -6.628
H 6.776 3.682 1.356
H 8.073 4.295 0.379
H 8.402 2.864 1.451
H 5.766 1.258 0.077
H 7.325 0.967 0.917
H 6.855 -0.670 -0.852
H 8.252 0.358 -1.304
H 6.845 1.566 -2.853
H 6.496 -1.285 -3.185
H 7.952 -0.298 -3.721
H 5.024 -0.337 -4.551
H 6.638 -0.952 -5.365
H 5.959 2.177 -7.090
H 4.572 1.195 -6.799
H 6.006 0.600 -7.354
C 2.087 1.342 -2.934
O 2.493 2.451 -3.565
C 3.937 2.655 -3.474
C 4.207 3.965 -4.223
N 3.898 5.094 -3.353
C 2.660 5.801 -3.718
C 2.524 7.024 -2.894
O 3.648 7.985 -3.259
C 3.773 9.090 -2.343
H 1.067 1.078 -3.319
H 1.999 1.540 -1.860
H 2.702 0.454 -3.117
H 4.504 1.753 -3.920
H 4.278 2.826 -2.410
H 3.589 4.043 -5.143
H 5.244 3.960 -4.477
H 4.603 5.877 -3.424
H 1.791 5.135 -3.511
H 2.521 6.121 -4.742
H 2.637 6.825 -1.894
H 1.596 7.563 -3.122
H 3.385 9.981 -2.726
H 4.831 9.201 -2.081
H 3.207 8.897 -1.429
C -2.975 1.224 4.926
O -3.605 2.008 3.943
C -5.015 2.016 3.811
C -5.376 3.154 2.845
N -4.892 4.408 3.295
C -4.730 5.437 2.342
C -3.531 5.195 1.446
O -2.347 5.249 2.233
C -1.165 5.015 1.436
H -2.868 0.149 4.664
H -3.487 1.252 5.891
H -1.972 1.572 4.976
H -5.467 2.121 4.705
H -5.260 1.049 3.404
H -6.430 3.043 2.694
H -4.932 2.773 1.920
H -4.018 4.191 3.752
H -4.532 6.301 2.951
H -5.719 5.543 1.867
H -3.463 5.900 0.579
H -3.548 4.214 0.980
H -1.111 5.904 0.735
H -1.197 4.049 0.863
H -0.402 4.917 2.200
C 2.242 5.133 4.094
O 1.097 4.394 3.710
C 0.108 4.330 4.682
C 0.451 3.301 5.828
N 0.871 1.961 5.283
C 1.200 1.085 6.331
C 0.059 0.419 7.072
O -0.469 -0.504 6.042
C -1.345 -1.391 6.593
H 1.882 6.048 4.518
H 2.709 5.431 3.151
H 2.953 4.570 4.750
H -0.820 4.034 4.193
H 0.115 5.262 5.243
H -0.511 3.097 6.311
H 1.111 3.675 6.610
H 0.109 1.609 4.719
H 1.747 1.617 7.091
H 1.781 0.288 6.018
H -0.829 1.066 7.371
H 0.437 -0.152 7.978
H -2.264 -1.040 7.069
H -0.886 -2.181 7.237
H -1.777 -1.995 5.756
C -9.753 -1.985 -0.947
O -8.714 -1.505 -0.086
C -8.299 -2.453 0.865
C -7.274 -1.812 1.694
N -6.722 -2.659 2.805
C -5.976 -1.861 3.772
C -5.570 -2.808 4.896
O -6.793 -3.421 5.300
C -6.669 -4.209 6.408
H -10.691 -1.978 -0.403
H -9.681 -3.031 -1.290
H -9.823 -1.333 -1.803
H -7.800 -3.307 0.336
H -9.150 -2.679 1.555
H -7.712 -0.905 2.087
H -6.432 -1.623 1.035
H -7.423 -3.253 3.255
H -6.651 -1.001 4.138
H -5.142 -1.335 3.377
H -5.148 -2.255 5.768
H -4.891 -3.617 4.529
H -6.003 -5.047 6.145
H -7.686 -4.462 6.727
H -6.188 -3.644 7.213
C 4.079 -1.571 -1.405
O 2.714 -1.778 -1.147
C 2.305 -0.996 -0.079
C 0.890 -0.524 -0.216
N 0.561 0.448 0.822
C 0.337 -0.074 2.226
C -1.039 -0.633 2.470
O -1.194 -1.717 1.550
C -2.364 -2.496 1.701
H 4.625 -1.325 -0.440
H 4.222 -0.730 -2.032
H 4.454 -2.436 -1.857
H 2.959 -0.064 -0.098
H 2.607 -1.371 0.919
H 0.151 -1.358 -0.250
H 0.773 -0.051 -1.169
H 1.283 1.237 0.947
H 0.570 0.817 2.872
H 1.064 -0.875 2.476
H -1.758 0.160 2.430
H -1.045 -1.050 3.515
H -3.288 -1.848 1.792
H -2.168 -3.103 2.666
H -2.357 -3.059 0.741
O -5.327 -4.223 0.781
C -4.702 -5.402 1.199
C -3.683 -5.797 0.185
O -3.068 -7.076 0.428
H -5.615 -3.732 1.554
H -4.278 -5.231 2.101
H -5.334 -6.297 1.163
H -2.841 -5.101 0.163
H -4.042 -5.824 -0.827
H -3.737 -7.723 0.302
O 2.606 -5.720 -3.555
C 1.994 -4.630 -4.265
C 2.316 -4.896 -5.695
O 1.952 -3.802 -6.506
H 2.544 -5.547 -2.629
H 0.872 -4.600 -4.160
H 2.396 -3.723 -3.874
H 1.886 -5.883 -5.946
H 3.430 -5.123 -5.728
H 1.815 -4.091 -7.418
*
```